An isolated molecule of C5H8O at a distorted geometry. Source: OMol25; level of theory: the ωB97M-V functional and the def2-TZVPD basis.

Properties
structure (SMILES)	C1C[C@@H]2O[C@@H]2C1
total charge	0
Kohn-Sham gap	11.2	eV
HOMO	-10.04	eV
energy relative to the best compared isomer or geometry (same formula, charge and spin)	1.5999	eV

Cartesian coordinates (Å):
C -0.84677 -0.07567 -0.86247
C -0.09743 1.29567 -0.40939
C 0.76922 0.78598 0.73393
O -0.01104 0.18918 1.76116
C 0.68953 -0.68316 0.88536
C -0.08977 -1.26781 -0.26474
H -1.14507 -0.34875 -1.89005
H -1.77884 -0.03355 -0.28967
H 0.50950 1.96036 -1.05908
H -0.90235 1.94589 -0.03768
H 1.68915 1.29128 1.03629
H 1.47044 -1.26980 1.37361
H 0.61769 -1.78527 -0.93215
H -0.89081 -1.97506 -0.03257

An isolated molecule of C2H5NO2 at a distorted geometry. Source: OMol25; level of theory: the ωB97M-V functional and the def2-TZVPD basis.

Properties
structure (SMILES)	NCC(=O)O
total charge	0
Kohn-Sham gap	10.4	eV
HOMO	-9.83	eV
energy relative to the best compared isomer or geometry (same formula, charge and spin)	0.9257	eV

Cartesian coordinates (Å):
C 0.64823 -0.79990 -0.13399
C -0.65321 -0.04867 -0.04831
H 2.67222 0.01914 -0.30951
H 1.76136 0.19055 1.04781
H 0.72785 -1.29410 0.77174
H 0.79785 -1.40433 -0.98788
H 0.37281 1.49536 -0.22196
N 1.73221 0.12742 0.05992
O -1.72555 -0.59847 0.09669
O -0.57792 1.24758 -0.04991

An isolated molecule of C14H21N3O4S. Source: OMol25; level of theory: the ωB97M-V functional and the def2-TZVPD basis.

Properties
structure (SMILES)	O=C(CN1CCOCC1)NCCNS(=O)(=O)c1ccccc1
total charge	0
Kohn-Sham gap	9.0	eV
HOMO	-8.59	eV
energy relative to the best compared isomer or geometry (same formula, charge and spin)	1.5208	eV

Cartesian coordinates (Å):
O -2.50885 -2.58335 -0.98957
C -2.04995 -2.02692 -0.01495
N -0.76618 -2.19780 0.38534
H -0.36370 -1.56771 1.06849
C 0.16044 -2.98187 -0.39823
H -0.32713 -3.18691 -1.35740
H 0.35619 -3.93919 0.10064
C 1.49345 -2.25799 -0.60736
N 1.36490 -0.93503 -1.17299
S 1.38787 0.36413 -0.12390
O 0.83873 -0.00048 1.16005
O 0.81912 1.47017 -0.82944
C 3.14672 0.59572 0.05736
C 3.84502 1.13126 -1.00704
C 5.21521 1.29802 -0.89797
C 5.86529 0.92544 0.26934
C 5.15243 0.39227 1.33131
C 3.78044 0.22577 1.22625
H 3.19228 -0.17174 2.03843
H 5.66229 0.10965 2.23964
H 6.93371 1.05664 0.35319
H 5.77562 1.71893 -1.71864
H 3.30226 1.41783 -1.89305
H 0.66754 -0.84682 -1.89519
H 2.13183 -2.86327 -1.26011
H 2.00041 -2.12823 0.35144
C -2.86952 -1.12770 0.90290
N -3.31373 0.05916 0.19729
C -4.18855 0.87501 1.02024
C -4.66633 2.07306 0.20046
O -3.58485 2.85587 -0.24383
C -2.71164 2.07768 -1.02925
C -2.19439 0.86242 -0.26398
H -1.57834 0.26239 -0.93575
H -1.56175 1.20072 0.57434
H -1.87650 2.72202 -1.30659
H -3.23624 1.73482 -1.93395
H -5.29380 2.72971 0.80637
H -5.24237 1.70632 -0.66245
H -5.04858 0.27489 1.32625
H -3.66739 1.23998 1.92414
H -3.76027 -1.68758 1.20301
H -2.28173 -0.87730 1.80517

A structure of composition C31H52BrCl2F3O10Si2 at a distorted geometry. Source: OMol25; level of theory: the ωB97M-V functional and the def2-TZVPD basis.

Properties
total charge	0
Kohn-Sham gap	9.6	eV
HOMO	-9.28	eV

Cartesian coordinates (Å):
C 2.29468 -6.46218 -1.20910
O 1.67611 -5.36580 -0.48744
C 1.08647 -5.89984 0.73630
C 2.11710 -5.91086 1.97076
C 1.89635 -4.70641 3.01746
C 3.24544 -3.82983 3.25011
C 2.90933 -2.23451 3.17068
C 2.99671 -1.84204 1.61214
C 2.17950 -0.45829 1.36499
C 2.03693 -0.28470 -0.22370
C 0.84058 0.76081 -0.57310
C 0.70082 0.76317 -2.17826
Si -0.66000 -0.41729 -2.84889
O -2.17016 -0.29641 -2.01057
Si -2.43602 -1.60273 -0.90831
C -3.12395 -3.21017 -1.73747
C -2.13889 -4.48113 -1.54914
O -2.30660 -5.22734 -0.54749
Br -0.70762 -4.96216 -2.82999
C -3.77809 -1.09443 0.40661
C -3.38377 -1.50755 1.90192
O -4.24810 -0.72975 2.79297
C -3.62572 -3.05259 2.26256
F -4.40992 -3.76947 1.33066
F -2.36531 -3.68256 2.41357
F -4.28730 -3.19559 3.52998
C -0.81950 0.01558 -4.73923
Cl -0.46747 1.74591 -5.30866
C -1.16423 -0.91559 -5.74676
C -1.45506 -2.45584 -5.42340
Cl -1.26847 -0.44492 -7.52733
H 1.54827 -7.29667 -1.43864
H 2.68105 -6.07378 -2.22640
H 3.17533 -6.92021 -0.64025
H 0.19934 -5.21327 0.99404
H 0.64572 -6.94216 0.55505
H 3.17626 -5.88060 1.53558
H 2.00604 -6.90831 2.51434
H 1.00292 -4.05736 2.69002
H 1.60732 -5.17980 4.01840
H 3.74244 -4.11302 4.24154
H 3.96758 -4.04494 2.38178
H 3.70929 -1.65407 3.74555
H 1.84765 -2.00575 3.52383
H 2.44735 -2.63841 0.99417
H 4.06675 -1.68863 1.23626
H 2.75212 0.42743 1.80238
H 1.13235 -0.55610 1.81211
H 2.99847 0.15549 -0.68753
H 1.85549 -1.27318 -0.78908
H -0.13882 0.51821 -0.04058
H 1.25895 1.79646 -0.27323
H 1.69669 0.34374 -2.59954
H 0.61647 1.82585 -2.61937
H -0.13465 -1.79218 -2.77942
H -1.22353 -1.93660 -0.16441
H -4.09645 -3.51909 -1.19247
H -3.41144 -3.07488 -2.83353
H -3.97750 0.04120 0.34173
H -4.76212 -1.60730 0.12296
H -2.30340 -1.24440 2.15466
H -3.67476 -0.33256 3.48111
H -1.96603 -2.95875 -6.32734
H -2.21841 -2.47778 -4.57605
H -0.52944 -3.04371 -5.10340
O 1.11473 3.37019 1.83331
C 0.36277 4.16325 1.32112
O 0.69326 4.96245 0.26952
C -0.39372 5.85200 -0.00931
C -1.61578 5.18469 0.57761
C -1.04435 4.44830 1.77002
H -0.18242 6.81847 0.45891
H -0.48381 5.99432 -1.08790
H -2.40770 5.88731 0.83401
H -2.02385 4.46343 -0.13769
H -1.01291 5.07797 2.66048
H -1.58755 3.52542 1.96960
O -3.94359 5.00080 2.30028
C -3.82312 5.70169 3.27349
O -2.72733 5.70431 4.08096
C -2.96204 6.56937 5.19845
C -4.04828 7.51687 4.74635
C -4.85955 6.65641 3.80087
H -3.27094 5.95951 6.05249
H -2.04111 7.09570 5.45513
H -4.62974 7.93039 5.57198
H -3.60583 8.35211 4.19410
H -5.63132 6.08937 4.32667
H -5.29624 7.24589 2.99493
O 4.32517 1.57581 -1.63930
C 4.53224 1.67164 -2.82141
O 4.72209 0.60835 -3.64931
C 5.05007 1.08030 -4.96095
C 4.51536 2.49205 -5.02088
C 4.66465 2.95888 -3.58836
H 6.13664 1.04140 -5.08394
H 4.58659 0.43549 -5.70969
H 5.03831 3.12020 -5.74411
H 3.45505 2.47578 -5.29291
H 5.65240 3.38606 -3.39955
H 3.88072 3.66344 -3.31110